No. 1
This record from the OMol25 dataset describes a 12-piece molecular cluster, C63H163N22O12P5 overall at a distorted geometry. The level of theory is wB97M-V/def2-TZVPD.

M, g/mol: 1576.009
Electronic energy, hartree: -6312.23539
Highest occupied orbital energy, eV: -7.82
Frontier orbital gap, eV: 7.86
Maximum force, eV Å⁻¹: 7.04

Last column: Löwdin charge in e.
Cartesian coordinates (Å):
O -3.5650 -3.3708 3.4692  -0.08
H 3.1119 -5.8248 -4.4400  0.09
C 0.7589 0.6751 -0.9397  -0.02
H -1.9716 -3.9874 -2.2223  0.03
H -0.0496 1.9113 3.0326  0.10
H 0.9067 5.2809 -9.6674  0.08
H 0.3844 3.7130 -9.0434  0.07
H 1.6290 6.7209 -7.6986  0.08
C 1.5471 1.9783 6.7226  -0.03
H -3.4270 0.6741 2.9464  0.09
P 2.3451 -5.0719 4.3959  0.52
H 7.1408 -2.0125 -3.5019  0.08
H 3.6085 -2.8927 -0.5328  0.07
O 1.2347 -4.4365 -0.3879  0.00
O -2.0264 -1.0865 7.4696  0.03
H -5.7411 3.3234 -6.3358  0.09
H -4.6356 5.7071 -3.6374  0.07
C -3.8726 -1.5457 1.1779  -0.05
C -2.0391 3.0416 2.0225  -0.02
H 3.5360 2.4174 3.7799  0.07
H 4.4568 -1.4136 3.5999  0.07
N 5.5339 6.1461 4.5641  -0.30
H 3.1846 -4.4030 1.2340  0.05
H -0.6493 -0.9990 2.8946  0.10
H -1.1575 -5.5130 3.6479  0.06
H -3.8646 4.4886 -4.7327  0.08
H 2.1358 -7.5756 3.0643  0.07
H 6.1137 6.8789 0.4604  0.08
H 4.5466 -5.3916 1.4955  0.09
C 2.8597 -7.0116 2.4802  -0.09
C -5.1609 2.9951 -0.9825  -0.12
N 0.7448 -4.6668 4.0369  -0.28
H 5.2207 0.2354 0.5316  0.08
C -6.4058 4.1235 -5.9818  -0.12
H 5.5358 4.3953 -5.8185  0.07
H -4.7319 5.9387 -5.3804  0.08
N -5.9296 3.7422 -1.9654  -0.29
H -2.4269 1.4556 -0.8349  0.09
C -4.7750 -4.6272 1.8130  -0.49
H -1.7680 -0.8855 -2.8824  0.08
H 1.8004 3.8884 2.9355  0.06
N 0.3946 2.6591 6.1173  -0.17
C 2.7320 -4.8117 -4.2998  -0.09
H -8.8458 0.9604 -3.6922  0.08
C -1.1786 -0.9856 -0.3029  -0.02
C -6.4086 -3.3865 0.1726  -0.18
H 2.4816 -4.6560 -3.2531  0.06
H -1.0899 1.6988 7.3563  0.09
H -1.1206 3.5854 2.2358  0.08
H 2.4448 -6.9264 1.4721  0.08
H 1.9595 -2.2618 -4.1936  0.07
H -7.1062 4.8070 -0.5839  0.08
H 3.0754 5.9077 -5.3652  0.05
H 1.3340 2.4922 -4.0422  0.07
H -7.2538 -2.0904 1.6493  0.12
N 3.9010 -3.9380 -4.6047  -0.31
C 1.2269 1.9518 -4.9936  -0.12
H 4.0159 -0.7208 1.3381  0.08
C 6.7548 6.9479 4.5420  -0.11
H -1.9777 -0.8439 -1.0419  0.06
N -3.8428 -2.1968 6.6390  -0.17
C -8.7823 3.7077 -3.5975  -0.12
H 1.9443 -4.5424 -5.0016  0.08
C 1.2514 4.3630 -9.1988  -0.12
H 3.9888 -1.3264 -5.6600  0.07
N -1.0698 1.3700 0.4945  -0.10
H 1.9383 3.7750 -9.8128  0.08
C 0.5094 3.8805 5.5690  -0.35
H 6.0438 -1.1952 4.3524  0.09
C -3.1037 0.8404 1.9107  -0.05
N -5.9580 4.4241 -4.6273  -0.32
O 3.9048 7.2150 2.8397  -0.28
N 2.9495 -5.6039 2.9127  -0.29
C -0.2968 0.2094 0.0788  -0.44
H 5.0528 -3.8658 4.3735  0.07
C -5.3849 -1.2391 3.2196  -0.03
H 0.4472 -4.5752 1.9853  0.06
H -0.4116 4.2711 5.1146  0.14
H 0.0058 -6.6610 4.0901  0.07
H 2.0571 1.2489 -5.0376  0.06
H -6.8837 -4.8507 1.6023  0.12
C 3.1999 4.9268 -4.8801  -0.11
H -6.4599 5.0527 -6.5433  0.09
H 4.5366 -4.0729 6.1216  0.09
H 6.5692 8.0200 4.6110  0.09
C -3.2727 -2.3005 5.2912  -0.07
H 0.8682 -0.1991 3.3192  0.10
H 0.3385 1.0421 -1.8810  0.07
C -5.0230 -2.1179 2.0365  -0.43
C -6.0360 -4.6487 0.9339  -0.14
N -4.7032 -3.4242 2.6267  -0.07
N 5.8062 -0.4701 2.4495  -0.18
H -4.5568 -0.7599 3.7496  0.05
C 6.4346 -1.1829 -3.4827  -0.10
H 1.8253 -2.0416 4.0535  0.04
C 5.2621 -0.6981 3.7817  -0.05
H -7.1625 0.7327 -4.1317  0.06
H 2.2111 5.3592 2.1198  0.08
H 4.8812 0.2417 4.1775  0.08
N 5.8041 5.5558 1.9664  -0.31
H 4.7061 -2.5544 5.5812  0.06
H 0.7456 -1.3622 1.0758  0.10
H -3.8853 -0.4530 1.1717  0.01
H -3.8738 -1.9190 0.1551  0.10
H -5.9503 -3.1526 -0.7929  0.10
H -1.6402 2.2060 5.7469  0.09
H -8.1855 1.4879 -5.3255  0.08
H 1.6288 0.0498 -1.0801  0.05
O -3.2799 -3.9791 -4.7038  0.02
H -5.2364 1.9112 -1.1197  0.07
O 2.9304 2.1921 -7.8447  -0.28
H -2.9241 -1.7830 1.6674  0.09
P 2.4289 3.2914 -7.0064  0.55
H 7.5787 -1.3519 2.8278  0.13
H 0.3357 -6.6461 -3.2849  0.08
C -8.0189 1.3938 -4.2510  -0.09
N 3.5079 3.8980 -5.8799  -0.29
H -5.6633 -1.9422 7.6868  0.08
H -5.4339 -6.7347 2.3098  0.09
H -4.4639 -2.4688 -5.4321  0.13
C 3.8084 -4.8008 2.0436  -0.10
H 0.3414 1.3311 -4.8289  0.08
H -0.6417 -3.7584 -0.5117  0.11
H 5.1501 -0.0046 -5.2530  0.08
H 1.2993 -3.2386 2.5626  0.06
H -3.8624 -3.0556 4.7732  0.00
H -0.1651 4.5796 -6.4979  0.07
H -5.9661 -1.7972 3.9514  0.08
N 1.1080 2.9851 -6.0069  -0.30
H -2.1106 -2.4116 -2.2484  0.04
H 4.1026 5.2138 -4.3427  0.08
H 2.8437 -1.5366 5.3132  0.07
C 4.1392 3.3088 3.9319  -0.11
H 2.4702 2.4845 6.4502  0.07
P 4.4902 -3.0119 -3.3190  0.54
N -3.2544 -1.8435 -3.9136  -0.17
H -6.3707 -1.3532 0.5105  0.12
H 6.5167 3.5055 1.7177  0.08
N 3.1372 -2.4990 -2.4742  -0.29
H 5.8574 5.1787 -0.1495  0.08
C 0.6046 -0.2941 1.2601  -0.12
H 2.3011 -1.9021 -0.5879  0.06
H -7.3919 3.6547 -5.9865  0.06
H -2.7723 3.1699 2.8220  0.09
C -3.5730 -4.8591 0.8837  -0.03
H 1.5850 0.9669 6.3071  0.08
H -2.6397 -4.7509 1.4441  0.07
H 2.2640 4.9140 -4.3239  0.08
H -0.7440 -5.5453 5.3123  0.08
N 3.0076 -3.5775 4.7544  -0.28
C -0.2356 3.5270 -6.2209  -0.11
C -6.4811 5.0083 -1.4494  -0.10
H 1.5902 0.1719 1.2688  0.11
H -0.4939 -3.3310 2.7992  0.07
H -3.0860 -0.2208 1.6298  -0.02
H -4.0415 1.2015 1.4759  0.11
H 3.8291 -7.5074 2.4626  0.08
O 5.4726 -3.7162 -2.4611  -0.28
C 4.8229 -0.0006 1.5174  -0.07
C 0.0079 -0.1609 2.6482  -0.15
H 5.1257 3.0153 -6.8134  0.07
H -3.6817 -1.5660 8.5828  0.13
H -2.5492 3.5475 1.1982  0.07
H -9.6434 3.3394 -4.1560  0.09
H 5.1735 3.1182 3.6411  0.05
H 1.6678 -0.9784 -3.1429  0.06
O -1.6616 2.0123 -0.6087  0.00
C 4.9227 6.0839 5.8877  -0.11
P 4.6311 5.9722 3.1382  0.55
H -3.8628 -3.9325 4.1951  0.09
H 4.2213 3.4645 5.0123  0.06
H -5.7105 5.7779 -1.3998  0.08
C -1.9919 -1.8997 -3.2151  -0.06
C 0.4506 -3.8697 2.8258  -0.11
C -3.1420 -1.5174 7.6190  -0.34
H -1.3546 1.0461 3.7930  0.09
H 2.9123 6.2739 -8.8301  0.08
H 4.3268 -4.0427 2.6223  0.05
N 3.7333 4.5500 3.2631  -0.28
H 3.9674 -1.2109 -1.1341  0.08
C -1.7063 -5.0373 -2.3389  -0.05
C 6.7851 4.4711 2.1441  -0.12
H 3.2148 6.1581 -7.1505  0.05
C 4.4099 -3.5211 5.1805  -0.12
C 0.2616 -6.5605 -2.1977  -0.04
C 4.9310 3.4860 -5.8521  -0.09
H -2.3130 -2.7929 5.4631  0.11
C 0.1099 -4.4983 -0.8518  -0.36
H 1.4574 1.8108 7.7962  0.10
O 2.3860 -6.0282 5.5047  -0.28
C 2.2163 -2.3759 5.0194  -0.11
H 1.0731 -2.5309 -2.6003  0.07
H -4.9512 -0.8555 -3.0352  0.08
C -1.7757 1.5437 1.7275  -0.47
C -3.6630 -2.8315 -4.7680  -0.32
H -5.4930 -5.6066 3.6167  0.09
O 1.4775 4.6045 5.6939  0.01
H -0.3495 -7.4110 -1.8917  0.09
H 7.7723 4.8767 1.9211  0.08
H -7.1435 5.4415 -2.2040  0.06
H 5.6823 5.6497 6.5490  0.08
H -7.4508 -3.4707 -0.1490  0.11
C 6.9854 -0.9587 1.9828  -0.34
H 6.3936 -0.7994 -2.4593  0.07
H -1.8117 -1.3175 0.5280  0.05
H 4.4961 6.1097 0.3742  0.07
C -4.9176 -5.8680 2.7237  -0.03
H -5.5295 3.1898 0.0242  0.08
H 1.0568 1.6426 -0.5225  0.09
H 4.0231 -4.6755 -6.6099  0.08
H -5.9757 -0.3685 2.9148  0.10
C -0.8034 1.1406 2.8584  -0.11
C 5.5583 5.9458 0.5631  -0.10
H -3.5102 -4.2714 -0.0370  0.06
H -3.6298 0.2158 -3.3890  0.06
C 4.4109 -0.7011 -4.8679  -0.10
H 6.8498 4.3069 3.2241  0.06
H 4.8187 -3.1594 -6.3294  0.07
H -4.5732 -0.5459 -4.7239  0.08
H -3.1590 -1.3724 4.7320  0.09
H -8.9844 3.9533 -2.5560  0.08
H -0.6610 3.0151 -7.0876  0.07
H -3.9533 -6.2561 3.0621  0.08
H 7.4575 6.6514 5.3257  0.08
H -5.6550 -1.3349 6.0294  0.08
C -6.2860 -2.2380 1.1592  -0.14
N -7.7105 2.7364 -3.6949  -0.32
H 4.0713 5.4055 5.9182  0.05
H 2.8534 3.7849 1.4741  0.08
H 4.3297 0.9293 1.8198  0.08
C 1.9027 -2.0493 -3.1237  -0.12
H 3.6041 -0.1994 -4.3233  0.06
H -6.0578 -5.5821 0.3657  0.12
H -1.2254 -2.4249 -3.7786  0.10
N -0.3705 -5.3018 -1.8182  -0.15
N 1.8541 4.6660 -7.8954  -0.30
H 1.3509 -2.4892 5.6714  0.09
H 6.8340 -0.4081 -4.1380  0.07
H 4.7008 7.0431 6.3627  0.08
H -0.9028 3.5120 -5.3612  0.08
C -4.1299 -0.6821 -3.7375  -0.07
H 5.5045 -4.6727 -5.7125  0.09
H 1.2894 -6.6779 -1.8649  0.09
H -5.7043 -3.1284 6.4192  0.09
C -4.6919 5.1886 -4.5931  -0.09
C 3.2474 -2.0334 -1.1118  -0.12
H 5.2212 2.8840 -4.9920  0.08
C -0.3015 -5.6372 4.3199  -0.12
C 4.5705 -4.1117 -5.8520  -0.13
O 7.3947 -0.8689 0.8499  0.03
C 2.5987 4.3686 2.3634  -0.11
C -5.3125 -2.1450 6.6738  -0.06
O -5.1062 2.0399 -3.8428  -0.28
H 7.3167 6.6794 3.6457  0.06
H -4.0734 3.1236 -0.9827  0.07
H -8.5146 4.6069 -4.1622  0.07
H -0.6728 -1.9096 -0.5955  0.06
H -2.4204 -5.6175 -1.7518  0.08
N 5.1362 -1.6162 -4.0055  -0.31
C -0.7755 1.8663 6.3242  -0.09
H -0.5559 0.8780 5.9065  0.07
P -6.0815 3.1146 -3.5135  0.57
C 2.4310 6.0006 -7.8856  -0.13
H -3.4830 -5.8516 0.4270  0.09
H -1.7736 -5.2058 -3.4116  0.08


No. 2
This record from the OMol25 dataset describes C63H49AsMgN3O2P3Se2 as an isolated structure. The level of theory is wB97M-V/def2-TZVPD.

M, g/mol: 1230.173
Electronic energy, hartree: -11007.79707
Highest occupied orbital energy, eV: -6.68
Frontier orbital gap, eV: 7.26
Maximum force, eV Å⁻¹: 0.58

Last column: Löwdin charge in e.
Cartesian coordinates (Å):
C 4.8851 -0.2952 -0.7081  -0.07
C -3.1533 -1.2413 2.9640  -0.08
C 3.4917 -3.6413 3.8159  -0.07
H -3.2214 -1.9524 4.9805  0.10
H -5.0688 -3.5395 -4.5510  0.11
C 4.9390 -4.6777 -3.5128  -0.07
C 1.1490 -3.6105 -1.5524  -0.41
C -0.5219 -7.6097 1.2917  -0.08
H 4.2932 -3.9969 5.7735  0.10
H -1.5683 -1.3809 -5.7217  0.11
C -2.5850 3.6014 1.4410  -0.04
H -2.8555 0.3584 -2.4183  0.03
H 5.1023 0.9664 -2.4296  0.10
C 3.8453 -3.2715 5.1069  -0.08
C -2.2631 -2.9093 -2.7746  -0.13
C -3.4039 -2.1936 3.9413  -0.07
C 3.4207 -6.8556 -2.7147  -0.09
C -2.1040 -1.9679 -4.9854  -0.09
C -3.7877 3.8309 2.0806  -0.07
C -3.3664 -2.4554 -5.2802  -0.07
C 3.3688 -2.1318 -6.3755  -0.08
H 4.1761 -2.2710 -7.0818  0.10
C 3.6297 -4.4959 -3.1015  -0.08
H -5.7622 -1.2632 0.2892  0.10
C 1.8505 4.0550 4.4062  -0.08
C 3.0562 0.2405 0.7406  -0.31
H 3.9965 4.0043 4.3092  0.10
H -4.0150 4.8094 2.4840  0.10
H -4.0951 -3.9189 -2.3140  0.11
C -6.1048 -0.3976 -2.9648  -0.09
H -4.5426 0.4242 -4.1932  0.11
C 3.0760 3.4814 4.0849  -0.08
C 1.9289 1.5835 3.1707  -0.31
H 3.8788 -1.6874 6.5555  0.10
C -3.8766 -3.4501 3.5904  -0.09
As 1.9283 -0.0964 2.2499  1.25
C 3.6175 -1.9762 5.5460  -0.08
H 1.4202 -8.4949 1.4882  0.10
C 3.5635 -1.3528 -5.2396  -0.08
H 5.5181 -3.8236 -3.8392  0.10
C -1.3008 -6.7047 0.5805  -0.07
C 0.6686 3.3971 4.1046  -0.06
C 2.6963 1.3106 -0.0739  -0.09
C 3.1181 2.2452 3.4611  -0.10
O -0.2370 3.1183 0.0526  -0.08
H -6.8484 -0.3809 -3.7509  0.10
H 3.6542 -4.6547 3.4735  0.11
H 2.3940 -7.2367 -0.3615  0.09
C -4.7129 2.7940 2.2044  -0.08
H -3.8013 -2.2699 -6.2532  0.11
C 3.0442 -1.0433 4.6926  -0.09
P 0.0398 -1.4909 -3.2939  0.63
H 0.1649 -3.0774 -5.8565  0.07
C -4.1900 -0.4525 -0.9402  -0.35
C 1.2923 -1.7864 -4.5626  -0.35
H -4.0755 -4.1886 4.3555  0.10
H 4.0738 1.8109 3.1876  0.11
H -2.7724 -0.2672 3.2469  0.11
H 4.5189 -0.8767 -5.0611  0.10
C 1.1020 -2.5675 -5.6936  -0.11
H 3.2046 -3.5009 -3.1115  0.09
C 5.5010 -5.9473 -3.5105  -0.08
C -3.5325 -3.3812 -3.0666  -0.08
H 3.1421 2.3733 -1.8756  0.11
H 2.8623 -0.0361 5.0480  0.10
H -4.4448 -4.7388 1.9692  0.10
H -5.1501 0.7463 1.7865  0.10
H 2.6181 -3.0220 1.9593  0.07
C -3.8348 -2.8073 1.2748  -0.11
C 2.7004 -1.4152 3.3970  -0.28
N 0.9243 -1.5803 -0.7670  -0.08
C -4.4215 1.5451 1.6919  -0.09
H -0.2847 3.8537 4.3366  0.11
C -4.8165 0.0540 -3.2141  -0.08
N 1.7203 -3.5445 -0.3260  0.05
C 0.6584 -2.3508 -1.8418  -0.41
C 4.5263 0.7638 -1.5355  -0.08
C 2.9158 -2.7197 2.9550  -0.09
H -3.9880 -3.0624 0.2316  0.09
C 4.1426 -0.5687 0.4302  -0.09
H 1.8433 1.9512 0.1498  0.09
C 0.5671 -6.2175 -0.8678  -0.34
C 0.7032 2.1532 3.4865  -0.07
C -4.0795 -3.1665 -4.3218  -0.07
C -4.0872 -3.7572 2.2529  -0.08
H -7.4405 -1.2235 -1.5008  0.10
H 1.9906 -3.3516 -7.4757  0.11
H -1.8359 -3.0707 -1.7906  0.09
H 2.8276 -7.7290 -2.4793  0.11
Mg -0.2417 0.0656 0.0058  0.33
H 2.6759 -0.5507 -3.4609  0.08
P 1.1180 -5.2492 -2.3054  0.54
Se -0.1180 -5.4865 -3.9913  0.34
C -2.2761 2.3447 0.9228  -0.21
H -0.9428 -8.1511 2.1284  0.10
H -0.2122 1.6377 3.2244  0.10
H 5.7350 -0.9171 -0.9565  0.10
C -6.4365 -0.8736 -1.7037  -0.08
C 0.7994 -7.8068 0.9298  -0.08
C -1.5363 -2.2193 -3.7384  -0.39
C -0.7634 -6.0202 -0.4936  -0.10
C 2.1422 -2.7344 -6.6004  -0.07
H 5.1579 -8.0315 -3.1372  0.10
H -1.8436 4.3821 1.3172  0.11
C -3.8616 0.0187 -2.2090  -0.10
H -1.3857 -5.3373 -1.0639  0.08
N 1.5633 -2.3305 0.1233  -0.05
C 3.4338 1.5595 -1.2251  -0.07
H -5.6611 2.9628 2.6987  0.10
C 1.3444 -7.1098 -0.1427  -0.08
C 2.8625 -5.5823 -2.6799  -0.34
H 4.3993 -1.4162 1.0524  0.10
C 4.7372 -7.0349 -3.1177  -0.08
H 1.8210 5.0255 4.8839  0.10
C -3.3802 -1.5361 1.6228  -0.37
C -0.8972 2.1038 0.2692  -0.36
P -2.8782 -0.3690 0.3279  1.10
H -2.3309 -6.5332 0.8641  0.10
Se -0.1174 0.5940 -2.8711  0.45
H 6.5264 -6.0902 -3.8256  0.10
C -5.4854 -0.8961 -0.6926  -0.10
C 2.5302 -1.1753 -4.3373  -0.12
O 0.3158 -0.3705 1.8551  -0.52
C -3.2005 1.3052 1.0562  -0.30